Record 1
{
  "formula": "C22H66O11",
  "method": "ωB97M-V/def2-TZVPD",
  "smiles": "CCO.CCO.CCO.CCO.CCO.CCO.CCO.CCO.CCO.CCO.CCO",
  "e_homo_ev": -9.7,
  "de_lowest_kcal_mol": 61.8,
  "spin_multiplicity": 1,
  "gap_ev": 9.9,
  "elements": ["C", "C", "O", "H", "H", "H", "H", "H", "H", "C", "C", "O", "H", "H", "H", "H", "H", "H", "C", "C", "O", "H", "H", "H", "H", "H", "H", "C", "C", "O", "H", "H", "H", "H", "H", "H", "C", "C", "O", "H", "H", "H", "H", "H", "H", "C", "C", "O", "H", "H", "H", "H", "H", "H", "C", "C", "O", "H", "H", "H", "H", "H", "H", "C", "C", "O", "H", "H", "H", "H", "H", "H", "C", "C", "O", "H", "H", "H", "H", "H", "H", "C", "C", "O", "H", "H", "H", "H", "H", "H", "C", "C", "O", "H", "H", "H", "H", "H", "H"],
  "coordinates": [[-0.856739, 5.556833, -3.597436], [-1.271780, 4.910600, -2.296104], [-0.944907, 3.530914, -2.283535], [-1.092009, 4.989989, -4.495986], [0.224838, 5.723518, -3.592271], [-1.303264, 6.547735, -3.700675], [-2.364131, 4.998410, -2.188554], [-0.836763, 5.449975, -1.449293], [-0.941209, 3.237864, -1.353634], [-0.597867, -0.543260, -0.535544], [0.368051, -0.835641, 0.588348], [-0.050509, -1.992784, 1.302464], [-0.414787, -1.212224, -1.380542], [-0.528784, 0.477623, -0.916353], [-1.650911, -0.692242, -0.285655], [0.428687, 0.037721, 1.256126], [1.395615, -0.944740, 0.229227], [0.732594, -2.482977, 1.580419], [2.996310, -5.036960, 3.070889], [2.072320, -4.016368, 3.668436], [2.273788, -2.740934, 3.014612], [2.848682, -5.103900, 1.992512], [2.774341, -6.039691, 3.443480], [4.037572, -4.822250, 3.307586], [2.169366, -3.909959, 4.753502], [1.024072, -4.317620, 3.522787], [1.623387, -2.180281, 3.453516], [-3.458246, -4.519919, 2.821909], [-2.591404, -4.127393, 1.624669], [-2.774581, -2.751433, 1.298066], [-3.361293, -5.599478, 2.948336], [-4.498404, -4.242409, 2.655037], [-3.113662, -3.989070, 3.709307], [-2.876781, -4.731463, 0.761346], [-1.548217, -4.278540, 1.913236], [-1.904993, -2.331650, 1.347272], [3.540561, 2.584879, 0.493248], [3.639928, 1.455623, 1.518394], [4.931256, 1.406289, 2.107959], [2.572487, 2.590938, -0.009780], [4.309713, 2.467115, -0.270872], [3.720060, 3.524657, 1.016051], [3.473196, 0.491884, 1.036042], [2.858516, 1.605181, 2.268964], [4.959121, 2.028269, 2.839211], [2.190311, -2.076229, -3.103681], [2.472233, -1.944292, -4.582120], [1.727080, -0.842001, -5.139871], [1.190354, -2.440882, -2.870189], [2.291714, -1.126349, -2.558315], [2.926954, -2.678888, -2.562477], [2.048946, -2.800550, -5.104876], [3.534942, -1.780842, -4.762812], [1.678853, -0.173114, -4.446195], [1.092121, -4.495629, -0.299325], [1.883182, -5.348430, -1.263436], [2.563893, -6.349690, -0.483243], [0.230779, -3.993199, -0.736641], [1.743824, -3.808731, 0.238627], [0.651758, -5.145122, 0.466150], [2.616532, -4.723514, -1.776740], [1.275330, -5.886274, -1.994460], [2.965507, -6.982906, -1.083620], [-5.318128, -0.415303, 1.129467], [-6.358802, -0.100683, 0.061756], [-7.593837, 0.334913, 0.608261], [-4.305722, -0.475069, 0.728423], [-5.478885, -1.421671, 1.532051], [-5.376540, 0.242722, 1.996547], [-6.450486, -1.004676, -0.550803], [-5.983270, 0.654628, -0.633739], [-8.176412, -0.428234, 0.610673], [0.973830, 4.641899, 2.064283], [0.249880, 3.808571, 3.081233], [0.386261, 2.402857, 2.810359], [0.808127, 5.699315, 2.282885], [0.696881, 4.488548, 1.024464], [2.045481, 4.471071, 2.183940], [-0.809407, 4.103605, 3.132055], [0.556543, 4.026154, 4.111887], [-0.166841, 1.988787, 3.480999], [-3.580943, 2.906928, 1.515081], [-2.701416, 2.441817, 0.330433], [-1.372320, 2.957500, 0.414882], [-4.592938, 2.553387, 1.301120], [-3.672421, 3.993628, 1.474808], [-3.219643, 2.525317, 2.466261], [-3.245044, 2.801568, -0.540269], [-2.671410, 1.352927, 0.387779], [-0.930334, 2.345771, 1.019771], [2.525941, 3.653056, -4.151257], [2.604771, 2.289850, -3.480868], [1.356845, 1.631542, -3.390868], [2.199208, 3.561737, -5.180866], [3.514720, 4.106863, -4.033109], [1.863914, 4.298691, -3.571386], [3.138298, 2.332134, -2.527067], [3.241096, 1.618735, -4.069470], [0.765470, 2.034929, -2.743208]],
  "forces_ev_per_angstrom": [[0.7, 0.4, 0.0], [-1.0, 0.0, -0.2], [0.6, -0.2, 0.2], [-0.2, -0.3, 0.2], [-0.1, -0.1, -0.1], [-0.1, -0.1, 0.1], [0.1, 0.1, 0.0], [0.2, -0.1, 0.0], [-0.1, 0.1, -0.1], [-0.2, -0.3, -0.8], [0.1, 0.8, 0.2], [0.0, 0.1, 0.0], [0.0, 0.0, 0.0], [0.3, 0.0, 0.1], [0.1, -0.1, 0.4], [-0.2, -0.2, 0.2], [-0.1, -0.3, -0.2], [0.1, 0.0, 0.1], [0.1, -0.4, 0.0], [-0.6, 0.0, -0.1], [-0.4, -0.4, 0.4], [0.2, 0.2, 0.0], [0.0, 0.1, 0.2], [0.0, 0.1, -0.1], [0.4, 0.0, -0.1], [0.1, -0.1, -0.2], [0.2, 0.4, -0.2], [0.3, 0.2, -0.4], [-0.4, 0.5, 0.6], [-0.1, -0.1, 0.1], [-0.2, 0.0, 0.3], [0.0, -0.1, -0.1], [0.0, -0.1, 0.1], [0.3, -0.1, -0.1], [0.1, -0.3, -0.4], [0.0, -0.1, -0.1], [0.3, -0.4, 0.2], [-0.2, 0.3, -0.4], [0.0, -0.1, 0.1], [-0.1, 0.1, 0.2], [0.1, 0.0, 0.0], [-0.1, 0.2, -0.2], [0.0, 0.0, 0.1], [0.0, -0.2, 0.1], [0.0, 0.0, 0.0], [0.4, 0.3, 1.2], [-1.1, 0.8, -0.1], [0.4, -0.3, 0.3], [0.0, -0.1, -0.2], [-0.1, 0.2, -0.5], [-0.1, -0.4, -0.4], [0.6, -0.3, -0.1], [0.1, -0.3, -0.1], [-0.2, 0.3, -0.1], [-0.5, -0.6, 0.5], [0.3, -0.4, 0.3], [0.0, 0.2, 0.1], [0.3, 0.3, -0.2], [0.0, 0.2, -0.2], [0.1, -0.1, -0.1], [0.0, -0.1, -0.2], [-0.3, 0.4, -0.1], [0.1, 0.0, 0.0], [-0.2, -0.7, 0.4], [0.9, -0.2, -0.2], [0.0, -0.3, -0.2], [0.0, 0.3, -0.1], [-0.1, 0.1, 0.0], [0.1, 0.3, -0.2], [-0.4, 0.1, 0.0], [-0.2, 0.3, 0.2], [-0.1, 0.1, 0.1], [0.7, 0.3, 0.4], [-1.0, 0.3, 0.4], [-0.3, 0.4, 0.1], [-0.1, 0.0, 0.1], [-0.2, -0.3, 0.1], [0.0, 0.0, -0.2], [0.0, -0.3, -0.5], [0.6, -0.1, -0.2], [0.1, -0.4, -0.1], [0.0, 0.1, -1.2], [-1.1, 0.2, 1.6], [-0.3, -0.3, -0.2], [0.0, -0.3, 0.3], [0.3, 0.0, 0.4], [-0.1, 0.2, 0.2], [0.7, -0.2, -0.5], [0.0, 0.0, -0.6], [0.5, 0.4, 0.1], [0.3, -0.2, 1.1], [0.4, -0.3, -0.4], [-0.1, -0.5, 0.1], [0.0, 0.2, -0.1], [0.0, 0.0, -0.6], [-0.2, -0.1, -0.2], [-0.3, 0.3, 0.3], [-0.2, 0.1, -0.2], [0.1, 0.4, -0.2]],
  "mulliken_charge": [-1.25, -0.06, -0.41, 0.31, 0.22, 0.40, 0.29, 0.24, 0.29, -0.15, 0.73, -0.32, 0.09, -0.03, -0.28, -0.14, 0.11, -0.16, -0.99, -0.05, -0.51, 0.11, 0.34, 0.32, 0.39, 0.12, 0.28, -1.26, 0.23, -0.42, 0.38, 0.29, 0.29, 0.28, -0.12, 0.37, -0.73, 0.16, -0.60, 0.03, 0.31, 0.25, 0.15, 0.05, 0.35, -0.70, -0.34, -0.52, 0.19, 0.22, 0.31, 0.31, 0.22, 0.25, -0.78, -0.44, -0.52, 0.45, 0.08, 0.41, 0.21, 0.37, 0.29, -0.33, -0.42, -0.53, -0.18, 0.24, 0.34, 0.35, 0.24, 0.31, -0.74, -0.44, -0.35, 0.43, 0.04, 0.15, 0.24, 0.48, 0.23, -1.39, 0.58, -0.28, 0.41, 0.36, 0.28, 0.37, -0.38, 0.03, -0.99, 0.29, -0.39, 0.32, 0.40, 0.01, -0.08, 0.36, 0.13]
}

---

Record 2
{
  "formula": "C22H66O21",
  "method": "ωB97M-V/def2-TZVPD",
  "smiles": "OCCO.OCCO.OCCO.OCCO.OCCO.OCCO.OCCO.OCCO.OCCO.OCCO.CCO",
  "e_homo_ev": -10.0,
  "de_lowest_kcal_mol": 106.7,
  "spin_multiplicity": 1,
  "gap_ev": 10.1,
  "elements": ["C", "C", "O", "O", "H", "H", "H", "H", "H", "H", "C", "C", "O", "O", "H", "H", "H", "H", "H", "H", "C", "C", "O", "O", "H", "H", "H", "H", "H", "H", "C", "C", "O", "O", "H", "H", "H", "H", "H", "H", "C", "C", "O", "O", "H", "H", "H", "H", "H", "H", "C", "C", "O", "O", "H", "H", "H", "H", "H", "H", "C", "C", "O", "O", "H", "H", "H", "H", "H", "H", "C", "C", "O", "O", "H", "H", "H", "H", "H", "H", "C", "C", "O", "O", "H", "H", "H", "H", "H", "H", "C", "C", "O", "O", "H", "H", "H", "H", "H", "H", "C", "C", "O", "H", "H", "H", "H", "H", "H"],
  "coordinates": [[-2.373917, -0.072115, -7.764311], [-3.255627, -0.696905, -8.859471], [-2.771447, -0.488925, -10.191141], [-1.140837, -0.722425, -7.758151], [-2.767917, -0.128745, -6.749591], [-2.301437, 1.003675, -7.924091], [-4.285947, -0.348665, -8.786911], [-3.355767, -1.738945, -8.555801], [-3.440807, -0.948125, -10.703681], [-0.530447, -0.064505, -7.417311], [5.216583, 5.701425, 5.459789], [4.903533, 5.039585, 4.099419], [4.304103, 5.813965, 3.106129], [6.150023, 6.779095, 5.260879], [5.591963, 4.905805, 6.103369], [4.350653, 6.223325, 5.867079], [4.242903, 4.187765, 4.260849], [5.767863, 4.598755, 3.602719], [3.474013, 6.103225, 3.491999], [5.782253, 7.401655, 4.629399], [-4.157147, 1.446625, 6.557209], [-4.106477, -0.126745, 6.374899], [-4.173857, -0.821795, 7.594979], [-2.854567, 1.912295, 6.997119], [-4.962267, 1.796355, 7.203409], [-4.321867, 1.934715, 5.596619], [-3.206347, -0.368115, 5.809559], [-5.020087, -0.396005, 5.844879], [-4.155437, -1.735965, 7.302479], [-2.572347, 1.276315, 7.658539], [-6.114847, 2.981885, -1.859831], [-6.747137, 2.762945, -3.252051], [-6.244927, 3.812105, -4.095501], [-6.595657, 4.166355, -1.262521], [-5.037457, 3.109355, -1.965191], [-6.327957, 2.089835, -1.270821], [-7.833537, 2.849715, -3.270011], [-6.546347, 1.826355, -3.772211], [-6.026957, 4.501655, -3.464141], [-7.130697, 3.957155, -0.493391], [2.083043, -6.859955, -4.370161], [1.442493, -6.793035, -5.757281], [0.322663, -5.906025, -5.787081], [2.781033, -5.675145, -4.237181], [2.665593, -7.771125, -4.234111], [1.362323, -6.845825, -3.552571], [0.977283, -7.757785, -5.959591], [2.089493, -6.591255, -6.610961], [0.704723, -5.025555, -5.807551], [3.529803, -5.741695, -4.834291], [8.576343, -2.764275, 1.130999], [7.425983, -1.978015, 1.849109], [7.580203, -1.776585, 3.238309], [8.949773, -3.958075, 1.694579], [9.424833, -2.083005, 1.067469], [8.226973, -3.009625, 0.128079], [6.555053, -2.600095, 1.642709], [7.305563, -0.993145, 1.397859], [8.420503, -1.316445, 3.299569], [9.461923, -3.739215, 2.476499], [-5.351667, -4.967485, -1.924161], [-6.751147, -5.165805, -1.335071], [-7.587357, -4.064535, -1.647121], [-5.460697, -5.077655, -3.277441], [-4.647277, -5.659985, -1.463311], [-4.889807, -4.039495, -1.587081], [-6.791147, -5.346655, -0.260921], [-7.277267, -6.000595, -1.798131], [-7.861767, -4.248515, -2.548481], [-4.592377, -5.207105, -3.665851], [-2.419877, 7.905955, 3.417009], [-3.410207, 8.854025, 4.217059], [-4.308967, 8.184545, 5.093319], [-1.450087, 7.338295, 4.267999], [-1.995467, 8.447765, 2.571779], [-2.897557, 7.041605, 2.955679], [-3.902077, 9.518775, 3.506939], [-2.754497, 9.485605, 4.816429], [-4.754687, 8.844205, 5.629769], [-1.898477, 6.599765, 4.686469], [0.513233, -4.955045, 5.429079], [-0.731767, -5.470295, 4.670379], [-1.748997, -5.750655, 5.634599], [1.094733, -5.900455, 6.320959], [0.311013, -4.084495, 6.053059], [1.326943, -4.675035, 4.760069], [-0.450237, -6.317225, 4.044629], [-1.120907, -4.634085, 4.089509], [-1.889937, -6.699605, 5.669819], [0.585263, -5.863325, 7.133769], [6.843783, 1.311935, -4.941561], [7.422873, 2.383475, -3.982281], [7.827613, 3.575395, -4.665241], [5.534473, 1.854485, -5.336841], [6.632623, 0.320965, -4.539701], [7.526673, 1.186395, -5.781801], [8.269243, 1.974235, -3.430651], [6.730683, 2.721425, -3.211071], [8.325123, 4.086975, -4.023071], [5.666483, 2.607275, -5.917761], [-0.117237, 0.515625, 0.719559], [0.560013, -0.140945, -0.469831], [0.909473, -1.414775, -0.089421], [0.274023, 0.334655, 1.720689], [-1.171937, 0.242175, 0.688709], [-0.006107, 1.565715, 0.449269], [1.504173, 0.350315, -0.705061], [-0.168527, -0.013555, -1.270521], [1.240193, -1.892375, -0.853701]],
  "forces_ev_per_angstrom": [[-1.0, 0.5, -0.7], [-0.2, 0.1, 1.3], [-0.2, -0.3, 1.1], [0.9, 0.1, -0.1], [-0.9, -0.4, -0.1], [0.4, 0.2, -0.4], [-0.1, 0.6, 0.2], [0.4, -0.5, -0.5], [0.2, 0.1, -0.5], [0.4, -0.3, 0.0], [0.0, 1.2, -2.2], [0.0, -1.4, 0.5], [-0.2, 1.2, 0.1], [0.7, -0.7, 0.6], [0.3, 0.5, 0.2], [-0.6, -0.8, 0.3], [-0.1, -0.3, 0.5], [0.5, 0.3, 0.5], [-0.3, 0.2, -0.3], [-0.2, -0.1, -0.1], [1.4, -1.2, -0.1], [-1.3, 2.2, -0.3], [0.5, 0.0, 0.4], [-1.0, -0.2, -0.1], [0.0, -0.3, 0.4], [0.0, -0.3, -0.2], [0.0, 0.0, -0.1], [0.1, 0.0, -0.7], [0.0, -0.3, 0.5], [0.2, 0.0, 0.3], [-0.6, -1.3, -0.7], [0.3, 1.1, -0.4], [0.0, -0.3, 0.1], [-0.2, 0.3, 0.1], [0.1, -0.3, -0.1], [0.1, 0.0, 0.4], [-0.2, 0.0, 0.7], [0.5, -0.2, 0.5], [0.0, 0.5, -0.3], [0.0, 0.0, -0.1], [-0.8, -0.1, -0.9], [-2.0, -1.5, 0.5], [0.6, 0.2, 0.0], [1.5, 1.1, 0.7], [0.4, 0.0, -0.1], [-0.5, -0.2, -0.4], [0.1, -0.3, -0.1], [0.6, 0.1, 0.3], [-0.2, 0.3, 0.1], [0.2, 0.3, 0.0], [-0.8, 1.9, -0.2], [0.1, -1.0, -0.9], [0.4, -0.5, -0.2], [0.3, -0.9, 0.9], [0.4, 0.1, -0.3], [0.0, 0.3, -0.1], [-0.4, 0.3, 0.6], [-0.1, -0.1, -0.5], [0.1, 0.2, 0.5], [0.0, -0.3, 0.2], [0.0, -0.3, 2.7], [-0.2, 0.1, -0.3], [-0.1, 0.4, 0.1], [0.1, -0.2, -1.9], [-0.1, -0.9, -0.2], [-0.5, 0.7, -0.1], [0.4, 0.3, 0.0], [0.7, -0.7, 0.0], [-0.1, 0.4, -0.1], [0.0, 0.1, -0.1], [-1.7, -0.1, 0.8], [1.3, -0.2, -0.6], [0.2, -0.4, -0.6], [0.5, 0.3, 0.1], [0.4, 0.3, 0.4], [-0.8, 0.3, -0.2], [-0.4, -0.1, -0.2], [0.2, 0.1, 0.0], [0.0, 0.0, 0.0], [0.2, -0.1, 0.3], [0.4, -0.1, 0.2], [0.7, 1.1, 1.2], [0.0, -0.5, -0.2], [-0.2, -0.4, -0.2], [-0.6, 0.3, -0.4], [-0.2, 0.0, -0.3], [-0.2, -0.1, 0.0], [0.2, -0.1, -0.4], [0.0, 0.0, 0.1], [-0.1, -0.2, 0.0], [-1.2, 2.4, 0.1], [0.5, -0.6, 0.6], [0.0, -0.6, -0.5], [0.7, -1.1, -0.2], [0.2, 0.3, 0.5], [-0.1, 0.1, -0.2], [0.3, -0.2, -0.1], [-0.6, -0.6, -0.1], [0.0, 0.1, -0.1], [0.2, 0.1, 0.0], [-0.2, 0.7, -0.7], [0.4, 1.2, 1.2], [-0.2, -2.2, -0.2], [0.3, -0.2, -0.3], [0.0, 0.1, 0.3], [-0.5, 0.4, 0.6], [-0.1, 0.7, -0.3], [0.2, -0.5, -0.5], [0.1, -0.2, 0.0]],
  "mulliken_charge": [-0.45, -0.42, -0.51, -0.51, 0.31, 0.33, 0.35, 0.28, 0.31, 0.31, -0.33, -0.45, -0.52, -0.51, 0.29, 0.29, 0.33, 0.28, 0.32, 0.32, -0.41, -0.44, -0.50, -0.52, 0.28, 0.29, 0.33, 0.34, 0.32, 0.32, -0.56, -0.19, -0.52, -0.51, 0.30, 0.37, 0.21, 0.29, 0.31, 0.31, -0.35, -0.36, -0.49, -0.51, 0.28, 0.23, 0.27, 0.32, 0.30, 0.32, -0.48, -0.33, -0.50, -0.49, 0.33, 0.30, 0.27, 0.29, 0.30, 0.31, -0.28, -0.55, -0.53, -0.50, 0.33, 0.27, 0.33, 0.32, 0.32, 0.29, -0.48, -0.31, -0.51, -0.52, 0.32, 0.29, 0.32, 0.26, 0.30, 0.32, -0.40, -0.26, -0.53, -0.53, 0.30, 0.30, 0.29, 0.23, 0.31, 0.30, -0.42, -0.31, -0.52, -0.53, 0.31, 0.25, 0.33, 0.28, 0.30, 0.31, -0.99, -0.18, -0.50, 0.31, 0.25, 0.30, 0.27, 0.25, 0.29]
}